1:
Entry from OMol25: 2 unconnected molecules or ions with the total composition C4H12N2 (ωB97M-V/def2-TZVPD).

charge	-1
orbital gap (alpha / beta)	2.64 / 5.87	eV
E_LUMO (alpha / beta)	3.3123 / 3.2823	eV
2S+1	2
expectation value of S²	0.75

Geometry as XYZ:
```
18
C4H12N2 (ωB97M-V/def2-TZVPD)
C 1.93 2.60 -0.72
N 1.23 1.32 -0.67
C 2.11 0.23 -0.22
H 2.04 3.05 0.28
H 1.38 3.26 -1.39
H 2.93 2.43 -1.11
H 0.44 1.34 -0.03
H 2.86 0.14 -1.01
H 2.63 0.45 0.72
H 1.50 -0.67 -0.26
C -1.39 -1.56 0.71
C -3.63 -2.19 0.39
N -2.35 -2.59 0.44
H -1.61 -0.63 0.13
H -1.28 -1.22 1.76
H -0.44 -1.91 0.29
H -4.43 -2.85 0.67
H -3.92 -1.20 0.02
```

=====

2:
Entry from OMol25: a molecular structure, C4H12N2 (ωB97M-V/def2-TZVPD).

charge	-1
orbital gap (alpha / beta)	4.92 / 5.64	eV
E_LUMO (alpha / beta)	4.5760 / 4.3778	eV
2S+1	2
expectation value of S²	0.76

Geometry as XYZ:
```
18
C4H12N2 (ωB97M-V/def2-TZVPD)
C -2.17 0.63 -0.35
C -1.98 -0.15 0.97
C -0.48 -0.49 1.02
N 0.59 0.11 -0.53
C 1.94 -0.43 -0.72
N 2.96 0.57 -0.40
H -3.11 1.17 -0.40
H -1.49 1.48 -0.36
H -1.98 -0.09 -1.12
H -2.55 -1.06 0.87
H -2.23 0.55 1.75
H 0.41 0.18 0.96
H -0.19 -1.36 1.63
H -0.16 -0.94 -0.19
H 2.07 -0.86 -1.74
H 1.99 -1.31 -0.06
H 3.93 0.54 -0.71
H 2.46 1.44 -0.62
```

=====

What should be chosen as the most stable of them? Choose 1.

=====

1:
Entry from OMol25: 2 unconnected molecules or ions with the total composition C5H10O2 (ωB97M-V/def2-TZVPD).

charge	-1
orbital gap (alpha / beta)	3.40 / 5.98	eV
E_LUMO (alpha / beta)	3.7700 / 3.7498	eV
2S+1	2
expectation value of S²	0.78

Geometry as XYZ:
```
17
C5H10O2 (ωB97M-V/def2-TZVPD)
C 0.05 -0.64 -2.83
C -0.45 -0.58 -1.52
C 0.25 -0.62 -0.31
C -0.25 -0.77 0.97
O -1.59 -1.05 1.18
C 0.49 -0.48 2.23
H -0.67 -0.37 -3.58
H 1.01 -0.92 -3.20
H -1.54 -0.51 -1.43
H 1.30 -0.50 -0.36
H -1.98 -1.18 0.31
H 1.17 0.36 2.17
H 1.01 -1.34 2.68
H -0.30 -0.22 2.95
H 0.84 3.61 0.03
H 0.10 2.29 0.05
O 0.55 2.92 0.64
```

=====

2:
Entry from OMol25: 2 unconnected molecules or ions with the total composition C5H10O2 (ωB97M-V/def2-TZVPD).

charge	-1
orbital gap (alpha / beta)	3.70 / 6.21	eV
E_LUMO (alpha / beta)	3.7907 / 3.7615	eV
2S+1	2
expectation value of S²	0.76

Geometry as XYZ:
```
17
C5H10O2 (ωB97M-V/def2-TZVPD)
C 2.30 0.34 -0.58
C 1.10 0.38 0.32
C -0.19 0.66 -0.10
O -0.43 0.94 -1.46
C -1.36 0.55 0.68
C -1.43 0.47 2.08
H 3.08 1.05 -0.32
H 2.02 0.53 -1.62
H 2.78 -0.64 -0.53
H 1.26 0.14 1.36
H -0.21 0.17 -2.00
H -2.29 0.49 0.13
H -0.56 0.66 2.69
H -2.39 0.37 2.55
H -0.97 -2.76 -1.27
H -1.43 -1.50 -0.52
O -1.29 -1.86 -1.41
```

=====

3:
Entry from OMol25: 2 unconnected molecules or ions with the total composition C5H10O2 (ωB97M-V/def2-TZVPD).

charge	-1
orbital gap (alpha / beta)	1.92 / 5.26	eV
E_LUMO (alpha / beta)	2.6237 / 2.6173	eV
2S+1	2
expectation value of S²	0.76

Geometry as XYZ:
```
17
C5H10O2 (ωB97M-V/def2-TZVPD)
C -0.50 2.85 0.97
C 2.06 -0.90 -0.47
C 1.73 -0.32 0.68
O 1.59 -1.14 1.84
C 1.35 1.08 0.72
C 0.10 1.47 1.24
H 0.37 3.47 1.11
H -1.04 2.93 -0.01
H -1.25 3.29 1.75
H 2.18 -2.08 -0.50
H 2.15 -0.22 -1.31
H 1.46 -0.90 2.75
H 1.78 1.69 -0.04
H -0.43 0.69 1.83
H -5.06 -2.13 -4.61
H -4.84 -3.36 -3.79
O -4.57 -2.42 -3.84
```

=====

What should be chosen as the most stable of them? Choose 2.

=====

1:
Entry from OMol25: a molecular structure, C10H11N2O2 (ωB97M-V/def2-TZVPD).

charge	+1
orbital gap (alpha / beta)	7.89 / 6.71	eV
E_LUMO (alpha / beta)	-5.7302 / -6.9396	eV
2S+1	1

Geometry as XYZ:
```
25
C10H11N2O2 (ωB97M-V/def2-TZVPD)
C 3.01 -0.33 -0.05
C 2.87 -1.69 0.06
C 1.88 0.47 -0.03
C 1.62 -2.32 -0.05
C 0.64 -0.04 0.02
C 0.45 -1.48 -0.07
C -1.72 -0.24 0.00
C -0.70 0.79 0.02
C -0.77 1.72 -1.22
C -0.84 1.56 1.33
N -0.81 -1.85 -0.01
N -3.19 -0.29 -0.15
O -3.69 0.78 -0.13
O -3.63 -1.42 -0.16
H 3.91 0.12 0.22
H 3.65 -2.37 -0.21
H 2.10 1.53 -0.17
H 1.42 -3.36 -0.03
H -1.53 1.40 -1.95
H 0.19 1.79 -1.73
H -1.11 2.65 -0.89
H -0.03 1.32 2.09
H -1.84 1.40 1.75
H -0.70 2.60 0.96
H -1.18 -2.73 0.41
```

=====

2:
Entry from OMol25: 2 unconnected molecules or ions with the total composition C10H11N2O2 (ωB97M-V/def2-TZVPD).

charge	+1
orbital gap	8.42	eV
E_LUMO	-4.8545	eV
2S+1	1

Geometry as XYZ:
```
25
C10H11N2O2 (ωB97M-V/def2-TZVPD)
C 2.61 -0.52 1.15
C 2.75 0.88 1.21
C 1.87 -1.22 0.19
C 1.89 1.66 0.48
C 1.10 -0.51 -0.70
C 1.05 0.92 -0.45
C 0.13 -0.73 -1.81
C -2.07 -0.20 1.23
C 0.20 1.56 -1.39
C -3.36 0.19 1.79
N -0.23 0.47 -2.28
N -0.18 -1.90 -2.32
O -0.03 2.70 -1.58
O -1.83 -0.28 0.00
H 3.42 -1.15 1.61
H 3.41 1.17 1.96
H 1.82 -2.37 0.21
H 1.92 2.70 0.59
H -1.38 -0.58 1.98
H -3.74 0.94 1.13
H -3.43 0.55 2.87
H -4.25 -0.56 1.82
H -1.04 0.84 -2.79
H 0.44 -2.68 -2.06
H -1.06 -1.91 -2.83
```

=====

What should be chosen as the most stable of them? Choose 2.

=====

1:
Entry from OMol25: C4H8OS in the gas phase (ωB97M-V/def2-TZVPD).

charge	0
orbital gap	9.39	eV
E_LUMO	0.7711	eV
SMILES	CS[C@@H](C)C=O
2S+1	1

Geometry as XYZ:
```
14
C4H8OS (ωB97M-V/def2-TZVPD)
C -1.85 0.45 0.60
C 0.58 -0.42 0.27
C 1.74 -1.26 0.11
C 1.14 1.04 0.11
H -1.59 1.49 0.34
H -1.62 -0.21 1.48
H -2.96 0.34 0.51
H 0.23 -0.56 1.37
H 2.18 -0.99 -0.93
H 2.31 -1.03 1.25
H 1.29 -2.25 0.09
H 2.11 1.35 0.50
O 0.54 1.88 -0.42
S -1.00 -0.75 -0.48
```

=====

2:
Entry from OMol25: 2 unconnected molecules or ions with the total composition C4H8OS (ωB97M-V/def2-TZVPD).

charge	0
orbital gap	9.58	eV
E_LUMO	0.4356	eV
SMILES	C[C@@H](O)S.C#C
2S+1	1

Geometry as XYZ:
```
14
C4H8OS (ωB97M-V/def2-TZVPD)
C 2.48 0.02 0.13
C 2.52 1.21 0.25
C -2.06 -0.51 -0.04
C -0.65 0.22 0.09
O -0.61 1.58 0.37
S 0.18 -0.90 1.24
H 2.91 -0.89 -0.31
H -1.37 -1.42 1.59
H 1.78 1.93 0.74
H -2.38 -0.40 0.99
H -1.86 -1.51 -0.33
H -2.54 0.06 -0.79
H -0.05 0.03 -0.90
H -1.53 1.80 0.85
```

=====

What should be chosen as the most stable of them? Choose 1.

=====

1:
Entry from OMol25: C2H5N3 in the gas phase (ωB97M-V/def2-TZVPD).

charge	0
orbital gap	10.86	eV
E_LUMO	0.7363	eV
SMILES	N#CNCN
2S+1	1

Geometry as XYZ:
```
10
C2H5N3 (ωB97M-V/def2-TZVPD)
C -1.97 0.08 -0.01
C 0.44 -0.30 -0.34
N -2.98 0.59 -0.09
N 1.19 0.71 0.36
N -0.77 -0.72 0.25
H 1.08 -1.23 -0.38
H 0.27 -0.11 -1.39
H 1.20 1.43 -0.25
H 2.22 0.62 0.71
H -0.68 -1.08 1.14
```

=====

2:
Entry from OMol25: 2 unconnected molecules or ions with the total composition C2H5N3 (ωB97M-V/def2-TZVPD).

charge	0
orbital gap	9.66	eV
E_LUMO	1.1557	eV
2S+1	1

Geometry as XYZ:
```
10
C2H5N3 (ωB97M-V/def2-TZVPD)
C -2.34 0.10 -0.38
C 1.89 -0.91 -1.01
N -1.54 -0.03 0.59
N 1.02 -0.89 -0.15
N -0.74 -0.08 1.38
H -1.90 -0.10 -1.25
H -3.45 0.25 -0.30
H 1.52 -1.23 -1.97
H 2.90 -0.44 -0.99
H 1.04 -0.40 0.75
```

=====

3:
Entry from OMol25: C2H5N3 in the gas phase (ωB97M-V/def2-TZVPD).

charge	0
orbital gap	10.41	eV
E_LUMO	0.8986	eV
SMILES	[H]/N=C\N/C=N\[H]
2S+1	1

Geometry as XYZ:
```
10
C2H5N3 (ωB97M-V/def2-TZVPD)
C 0.24 -0.75 -0.96
C -0.79 0.81 0.60
H 2.14 -1.40 -1.27
H -0.71 -0.59 -1.55
H 0.91 -0.37 0.97
H -1.51 0.99 -0.14
H -0.30 1.04 2.42
N 1.24 -1.19 -1.76
N 0.15 -0.24 0.28
N -1.00 1.41 1.73
```

=====

4:
Entry from OMol25: C2H5N3 in the gas phase (ωB97M-V/def2-TZVPD).

charge	0
orbital gap	10.02	eV
E_LUMO	0.8465	eV
SMILES	[H]/N=C\NN=C
2S+1	1

Geometry as XYZ:
```
10
C2H5N3 (ωB97M-V/def2-TZVPD)
C -0.52 -0.25 -1.85
C 0.46 0.13 1.56
H -1.30 -0.09 -2.53
H 0.36 -0.70 -2.30
H 1.28 -0.61 -0.23
H 1.30 -0.49 1.91
H -1.10 1.09 1.64
N -0.59 0.21 -0.66
N 0.50 0.00 0.20
N -0.39 0.71 2.26
```

=====

What should be chosen as the most stable of them? Choose 3.